Model P:
{
  "formula": "C9H9NO",
  "method": "ωB97M-V with the def2-TZVPD basis set",
  "total_charge": 0,
  "homo_ev": -8.706,
  "smiles": "C1=C\\[C@H]2C=C[C@H](C=C2)O/N=C/1",
  "orbital_gap_ev": 9.20,
  "symbols": ["C", "C", "C", "C", "C", "C", "C", "C", "O", "N", "C", "H", "H", "H", "H", "H", "H", "H", "H", "H"],
  "positions_angstrom": [[1.74, -0.88, -0.94], [1.22, -1.39, 0.19], [0.20, -0.86, 1.16], [0.29, 0.63, 1.40], [-0.38, 1.50, 0.66], [-1.14, 1.04, -0.60], [-1.68, -0.38, -0.23], [-1.25, -1.15, 0.78], [-0.44, 1.51, -1.80], [0.55, 0.65, -2.33], [1.35, 0.45, -1.36], [2.44, -1.36, -1.55], [1.08, -2.48, 0.24], [0.50, -1.29, 2.18], [0.91, 1.02, 2.29], [-0.35, 2.71, 0.70], [-2.14, 1.57, -0.64], [-2.53, -0.63, -0.69], [-1.85, -1.93, 1.05], [1.49, 1.26, -0.51]],
  "nbo_charge": [-0.23, -0.15, -0.35, -0.19, -0.20, -0.01, -0.18, -0.16, -0.39, -0.13, 0.05, 0.23, 0.21, 0.23, 0.23, 0.23, 0.22, 0.19, 0.21, 0.20]
}

=====

Model Q:
{
  "formula": "C9H9NO",
  "method": "ωB97M-V with the def2-TZVPD basis set",
  "total_charge": 0,
  "homo_ev": -7.943,
  "smiles": "C=C1Oc2ccccc2N1C",
  "orbital_gap_ev": 8.88,
  "symbols": ["C", "C", "O", "C", "C", "C", "C", "C", "C", "N", "C", "H", "H", "H", "H", "H", "H", "H", "H", "H"],
  "positions_angstrom": [[0.20, 2.42, -2.07], [-0.09, 1.51, -1.18], [-1.68, 1.34, -0.70], [-1.57, 0.14, -0.07], [-2.65, -0.68, 0.42], [-2.42, -1.98, 0.89], [-1.11, -2.42, 0.95], [0.02, -1.63, 0.57], [-0.28, -0.41, -0.02], [0.64, 0.55, -0.55], [1.69, 0.83, 0.41], [-0.62, 3.14, -2.50], [1.13, 2.48, -2.56], [-3.63, -0.26, 0.66], [-3.16, -2.60, 1.31], [-0.84, -3.39, 1.22], [1.01, -1.98, 0.38], [2.68, 0.22, 0.33], [2.02, 1.95, 0.48], [1.29, 0.42, 1.38]],
  "nbo_charge": [-0.52, 0.48, -0.49, 0.28, -0.25, -0.22, -0.21, -0.25, 0.09, -0.46, -0.42, 0.24, 0.23, 0.22, 0.22, 0.21, 0.22, 0.20, 0.23, 0.21]
}

=====

Of them, model Q has the highest stability.

=====

Model P:
{
  "formula": "C3H3N2O",
  "method": "ωB97M-V with the def2-TZVPD basis set",
  "total_charge": 1,
  "homo_ev": -16.003,
  "smiles": "Cc1nc1=[N+]=O",
  "orbital_gap_ev": 8.83,
  "symbols": ["C", "C", "N", "C", "N", "O", "H", "H", "H"],
  "positions_angstrom": [[-0.17, -0.91, -1.26], [-0.24, 0.23, -0.42], [-0.70, 1.33, -0.11], [0.13, 0.81, 0.96], [0.66, 1.05, 2.02], [1.02, 1.32, 3.06], [-1.15, -1.02, -1.78], [-0.33, -1.77, -0.67], [0.77, -1.04, -1.81]],
  "nbo_charge": [-0.75, 0.49, -0.13, 0.15, 0.36, -0.06, 0.32, 0.30, 0.32]
}

=====

Model Q:
{
  "formula": "C3H3N2O",
  "method": "ωB97M-V with the def2-TZVPD basis set",
  "total_charge": 1,
  "homo_ev": -17.256,
  "smiles": "N#CCC=[N+]=O",
  "orbital_gap_ev": 8.76,
  "symbols": ["N", "C", "C", "C", "N", "O", "H", "H", "H"],
  "positions_angstrom": [[-0.35, 0.52, -1.92], [-0.47, -0.29, -1.12], [-0.39, -1.05, 0.04], [0.33, 0.37, 0.83], [0.49, 1.49, 0.30], [0.52, 2.12, -0.68], [0.46, -1.86, 0.11], [-1.36, -1.53, 0.42], [0.77, 0.24, 2.01]],
  "nbo_charge": [-0.19, 0.24, -0.40, -0.02, 0.30, 0.06, 0.33, 0.33, 0.36]
}

=====

Of them, model P has the highest stability.

=====

Model P:
{
  "formula": "C3H7O",
  "method": "ωB97M-V with the def2-TZVPD basis set",
  "total_charge": -1,
  "homo_ev": -1.857,
  "smiles": "CCC[O-]",
  "orbital_gap_ev": 6.32,
  "symbols": ["C", "C", "C", "O", "H", "H", "H", "H", "H", "H", "H"],
  "positions_angstrom": [[0.50, -1.16, 1.45], [0.04, 0.09, 0.66], [-0.24, 0.01, -0.91], [-0.37, 1.28, -1.40], [1.39, -0.85, 1.99], [-0.29, -1.45, 2.16], [0.61, -2.03, 0.81], [0.86, 0.82, 0.63], [-0.82, 0.61, 1.06], [-1.14, -0.56, -1.15], [0.70, -0.44, -1.34]],
  "nbo_charge": [-0.63, -0.45, -0.02, -0.98, 0.19, 0.18, 0.19, 0.19, 0.18, 0.09, 0.07]
}

=====

Model Q:
{
  "formula": "C3H7O",
  "method": "ωB97M-V with the def2-TZVPD basis set",
  "total_charge": -1,
  "homo_ev": -0.956,
  "orbital_gap_ev": 5.95,
  "symbols": ["O", "H", "C", "C", "C", "H", "H", "H", "H", "H", "H"],
  "positions_angstrom": [[0.99, 2.10, -0.13], [0.25, 1.83, 0.42], [-1.19, -0.25, -0.74], [-0.51, -0.41, 0.47], [0.78, -0.92, 0.57], [-2.27, -0.34, -0.71], [1.16, 1.36, -0.71], [-0.76, -0.62, -1.67], [-1.10, -0.38, 1.39], [1.36, -1.15, 1.45], [1.29, -1.23, -0.34]],
  "nbo_charge": [-0.98, 0.49, -0.79, -0.24, -0.75, 0.15, 0.48, 0.16, 0.17, 0.16, 0.15]
}

=====

Of them, model P has the highest stability.

=====

Model P:
{
  "formula": "C2H2S5",
  "method": "ωB97M-V with the def2-TZVPD basis set",
  "total_charge": 0,
  "homo_ev": [-7.389, -7.608],
  "smiles": "SC1=C(S)SSS1",
  "orbital_gap_ev": [6.37, 6.81],
  "symbols": ["S", "C", "C", "S", "S", "S", "S", "H", "H"],
  "positions_angstrom": [[1.77, 1.23, 1.18], [2.09, 0.41, -0.37], [0.65, 0.33, -1.36], [-0.86, 0.39, -0.61], [0.97, -0.67, -2.68], [3.12, -0.36, -2.87], [3.19, 1.12, -1.38], [1.06, 0.26, 1.69], [-1.41, -0.60, -1.18]],
  "nbo_charge": [0.06, -0.52, -0.46, 0.20, 0.26, -0.05, 0.27, 0.13, 0.10]
}

=====

Model Q:
{
  "formula": "C2H2S5",
  "method": "ωB97M-V with the def2-TZVPD basis set",
  "total_charge": 0,
  "homo_ev": [-7.462, -7.462],
  "orbital_gap_ev": [6.84, 6.84],
  "symbols": ["C", "C", "S", "S", "S", "S", "S", "H", "H"],
  "positions_angstrom": [[0.51, 1.01, 0.01], [-0.08, -0.73, 0.55], [2.15, 1.21, -0.30], [0.84, -1.70, -0.51], [2.58, -0.88, -0.03], [-0.59, 2.20, -0.02], [-1.80, -0.83, 0.54], [-1.63, 1.26, 0.47], [-1.98, -1.53, -0.72]],
  "nbo_charge": [-0.42, -0.66, 0.29, 0.25, -0.03, 0.21, 0.12, 0.15, 0.09]
}

=====

Of them, model P has the highest stability.

=====

Model P:
{
  "formula": "C4H13NO",
  "method": "ωB97M-V with the def2-TZVPD basis set",
  "total_charge": 0,
  "homo_ev": -9.585,
  "smiles": "CCOCC.N",
  "orbital_gap_ev": 10.42,
  "symbols": ["C", "C", "O", "C", "C", "H", "H", "H", "H", "H", "H", "H", "H", "H", "H", "N", "H", "H", "H"],
  "positions_angstrom": [[1.18, 1.12, 2.27], [-0.02, 0.82, 1.42], [-0.37, -0.55, 1.50], [-0.21, -1.57, 0.56], [-1.19, -1.54, -0.59], [1.12, 0.60, 3.23], [2.10, 0.73, 1.81], [1.25, 2.20, 2.42], [0.10, 1.09, 0.36], [-0.86, 1.37, 1.87], [-0.14, -2.53, 1.07], [0.82, -1.51, 0.12], [-1.20, -2.50, -1.13], [-1.19, -0.75, -1.33], [-2.18, -1.47, -0.12], [0.32, 1.42, -3.41], [0.06, 0.95, -4.27], [0.93, 0.76, -2.93], [-0.53, 1.37, -2.85]],
  "nbo_charge": [-0.63, -0.05, -0.57, -0.05, -0.65, 0.22, 0.20, 0.21, 0.16, 0.18, 0.19, 0.15, 0.21, 0.20, 0.21, -1.05, 0.35, 0.35, 0.35]
}

=====

Model Q:
{
  "formula": "C4H13NO",
  "method": "ωB97M-V with the def2-TZVPD basis set",
  "total_charge": 0,
  "homo_ev": -8.998,
  "smiles": "CCCCN.O",
  "orbital_gap_ev": 9.79,
  "symbols": ["C", "C", "C", "C", "N", "H", "H", "H", "H", "H", "H", "H", "H", "H", "H", "H", "O", "H", "H"],
  "positions_angstrom": [[1.13, 0.75, 1.00], [0.80, -0.35, 0.00], [-0.75, -0.46, -0.27], [-1.59, -0.98, 0.88], [-1.19, -2.29, 1.34], [2.19, 0.91, 1.21], [0.58, 0.52, 1.90], [0.80, 1.72, 0.61], [1.12, -0.19, -1.03], [1.15, -1.31, 0.37], [-1.06, 0.45, -0.80], [-0.78, -1.18, -1.11], [-2.64, -0.98, 0.58], [-1.45, -0.22, 1.67], [-1.80, -2.62, 2.07], [-0.22, -2.36, 1.59], [1.46, 2.81, -3.02], [1.48, 3.53, -3.66], [0.77, 2.25, -3.34]],
  "nbo_charge": [-0.62, -0.39, -0.40, -0.22, -0.85, 0.21, 0.20, 0.21, 0.20, 0.19, 0.21, 0.20, 0.19, 0.15, 0.36, 0.36, -0.93, 0.47, 0.46]
}

=====

Of them, model Q has the highest stability.

=====

Model P:
{
  "formula": "C3H8OS",
  "method": "ωB97M-V with the def2-TZVPD basis set",
  "total_charge": 0,
  "homo_ev": -9.051,
  "smiles": "CO[C@@H](C)S",
  "orbital_gap_ev": 10.06,
  "symbols": ["C", "O", "C", "C", "S", "H", "H", "H", "H", "H", "H", "H", "H"],
  "positions_angstrom": [[-0.28, -1.98, 0.34], [0.51, -0.85, 0.00], [-0.22, 0.29, -0.12], [0.46, 1.50, 0.40], [-0.57, 0.61, -1.98], [0.43, -2.69, 0.29], [-1.07, -2.21, -0.35], [-0.56, -1.98, 1.37], [-1.24, 0.29, 0.42], [1.51, 1.38, 0.85], [-0.12, 2.05, 1.17], [0.71, 2.15, -0.38], [0.44, 1.44, -2.01]],
  "nbo_charge": [-0.25, -0.52, 0.03, -0.65, -0.11, 0.19, 0.18, 0.17, 0.19, 0.23, 0.22, 0.21, 0.10]
}

=====

Model Q:
{
  "formula": "C3H8OS",
  "method": "ωB97M-V with the def2-TZVPD basis set",
  "total_charge": 0,
  "homo_ev": -9.136,
  "smiles": "OCCCS",
  "orbital_gap_ev": 9.99,
  "symbols": ["O", "C", "C", "C", "S", "H", "H", "H", "H", "H", "H", "H", "H"],
  "positions_angstrom": [[-0.81, 1.10, -2.62], [-0.72, -0.02, -1.74], [-0.08, 0.36, -0.42], [0.21, -0.85, 0.46], [0.87, -0.39, 2.12], [-1.57, 1.63, -2.37], [-1.71, -0.46, -1.60], [-0.08, -0.72, -2.27], [0.87, 0.87, -0.59], [-0.69, 1.07, 0.13], [0.96, -1.48, -0.01], [-0.64, -1.49, 0.65], [-0.30, -0.55, 2.76]],
  "nbo_charge": [-0.72, -0.06, -0.44, -0.49, -0.05, 0.46, 0.16, 0.17, 0.21, 0.20, 0.21, 0.21, 0.12]
}

=====

Model R:
{
  "formula": "C3H8OS",
  "method": "ωB97M-V with the def2-TZVPD basis set",
  "total_charge": 0,
  "homo_ev": -8.239,
  "smiles": "C=CO.CS",
  "orbital_gap_ev": 8.17,
  "symbols": ["C", "C", "O", "H", "H", "H", "H", "C", "S", "H", "H", "H", "H"],
  "positions_angstrom": [[-4.81, -1.26, 0.40], [-4.53, -0.01, -0.11], [-3.35, 0.66, -0.16], [-5.29, -1.43, 1.35], [-5.22, -1.91, -0.39], [-5.18, 0.32, -0.96], [-2.72, 0.19, -0.71], [5.57, 0.36, 0.17], [3.78, 0.23, -0.12], [5.85, -0.06, 1.12], [5.96, 1.40, 0.06], [6.21, -0.05, -0.62], [3.72, 1.57, -0.04]],
  "nbo_charge": [-0.58, 0.26, -0.72, 0.23, 0.20, 0.12, 0.50, -0.75, -0.04, 0.22, 0.23, 0.22, 0.13]
}

=====

Of them, model Q has the highest stability.

=====

Model P:
{
  "formula": "C3H8OS",
  "method": "ωB97M-V with the def2-TZVPD basis set",
  "total_charge": 0,
  "homo_ev": -9.048,
  "smiles": "C=O.CCS",
  "orbital_gap_ev": 9.67,
  "symbols": ["C", "O", "H", "H", "C", "C", "S", "H", "H", "H", "H", "H", "H"],
  "positions_angstrom": [[-1.32, 2.12, -1.40], [-0.34, 2.76, -1.10], [-2.37, 2.80, -1.23], [-1.31, 1.02, -1.75], [0.07, 0.40, 1.46], [0.66, -0.48, 0.09], [0.48, -2.29, 0.48], [-0.97, 0.16, 1.60], [0.76, -0.15, 2.16], [0.27, 1.44, 1.11], [1.78, -0.25, -0.10], [0.13, -0.15, -0.80], [0.24, -2.60, -0.83]],
  "nbo_charge": [0.26, -0.50, 0.11, 0.13, -0.62, -0.51, -0.07, 0.21, 0.22, 0.23, 0.21, 0.19, 0.13]
}

=====

Model Q:
{
  "formula": "C3H8OS",
  "method": "ωB97M-V with the def2-TZVPD basis set",
  "total_charge": 0,
  "homo_ev": -9.324,
  "orbital_gap_ev": 10.01,
  "symbols": ["C", "C", "C", "H", "H", "H", "H", "H", "H", "H", "H", "O", "S"],
  "positions_angstrom": [[-1.13, 0.73, -0.16], [-0.10, -0.09, -0.59], [1.18, 0.17, 0.13], [-0.83, 2.12, 0.45], [-1.99, 0.91, -1.00], [-1.56, 0.36, 0.92], [0.05, -0.02, -1.77], [-1.23, -1.42, 1.07], [1.65, 1.20, 0.03], [0.73, 0.06, 1.24], [1.78, -1.56, 0.06], [2.20, -0.84, -0.24], [-0.76, -1.62, -0.13]],
  "nbo_charge": [-0.57, -0.51, -0.07, 0.15, 0.26, 0.21, 0.26, 0.11, 0.21, 0.16, 0.46, -0.70, 0.03]
}

=====

Of them, model P has the highest stability.